{"formula": "C2H4N2S", "method": "ωB97M-V/def2-TZVPD", "max_force_ev_per_a": 4.2, "smiles": "[H]/N=C\\C#N.S", "lumo_energy_ev": -0.279, "relative_energy_kj_mol": 134.2, "total_charge": 0, "homo_lumo_gap_ha": 0.3576, "homo_ev": -10.0, "species": ["S", "N", "N", "C", "C", "H", "H", "H", "H"], "coordinates": [[-1.4721, -1.0761, 0.5606], [2.6738, -1.6275, 0.1617], [1.1835, 1.4372, 0.5752], [1.6275, 0.6664, -0.3422], [2.1932, -0.6295, -0.1110], [-2.0126, -1.9375, -0.3554], [1.2174, 0.9887, 1.4458], [-1.4479, -0.0558, -0.1318], [1.5559, 0.9092, -1.3288]], "forces_ev_per_a": [[-0.21, -3.62, 2.07], [0.41, -0.89, 0.06], [-0.02, 0.13, -2.48], [-0.52, 0.10, 2.85], [-0.11, 0.22, 0.42], [0.31, 0.76, 0.31], [0.35, -0.72, 1.82], [-0.13, 2.88, -2.38], [-0.08, 1.14, -2.66]], "lowdin_charge": [0.525, 0.172, 0.143, -0.236, -0.216, -0.179, 0.035, -0.315, 0.072]}